Computed, not measured: a molecular structure, C15H37Cl2O6PSi2, with wB97M-V/def2-TZVPD.

Last column: Löwdin charge in e.
Atoms and positions in Å:
C (0.6431, -0.9397, 2.8234)  -0.0525
C (1.9693, -0.3165, 2.4340)  -0.3068
O (2.8498, -1.3216, 1.9684)  -0.2402
C (4.0796, -0.8104, 1.4688)  -0.3301
Si (4.0046, -0.6827, -0.3944)  0.4972
O (2.8145, 0.3413, -0.9184)  -0.3641
Si (2.0085, 0.2115, -2.3578)  0.5237
C (1.2260, 1.8370, -2.7938)  -0.2471
C (-0.1788, 2.0954, -2.1866)  -0.2316
C (-0.3131, 3.4288, -1.4162)  -0.1984
C (-0.3698, 3.3045, 0.1133)  -0.2051
C (-1.7297, 2.8169, 0.6359)  -0.1935
C (-1.9867, 1.2977, 0.5398)  -0.1991
C (-3.0299, 0.8451, -0.4969)  -0.2122
C (-4.2712, 0.1736, 0.0969)  -0.1750
C (-5.1334, -0.4975, -0.9689)  -0.2546
O (-6.4887, -0.4117, -0.5792)  -0.1936
C (-7.3743, -1.2016, -1.3436)  -0.1115
C (0.7547, -1.2013, -2.1997)  -0.2765
O (0.2008, -1.1594, -0.8934)  -0.2465
O (-0.5010, -2.3938, -0.6588)  -0.0273
P (3.6940, -2.8787, -0.9172)  0.5749
O (4.8257, -3.6368, -0.2983)  -0.5098
H (0.3348, -1.6545, 2.0518)  0.0739
H (-0.1314, -0.1752, 2.9009)  0.0678
H (0.7098, -1.4606, 3.7815)  0.0755
H (1.8465, 0.4399, 1.6433)  0.1062
H (2.4461, 0.1745, 3.2929)  0.0831
H (4.8597, -1.5389, 1.7212)  0.0670
H (4.3502, 0.1400, 1.9523)  0.0958
H (5.2993, -0.2882, -0.9907)  0.0002
H (2.9762, -0.2363, -3.3969)  0.0207
H (1.1872, 1.9441, -3.8827)  0.0760
H (1.9458, 2.5917, -2.4442)  0.0782
H (-0.4660, 1.2790, -1.5169)  0.0590
H (-0.9112, 2.0625, -3.0007)  0.1103
H (0.5194, 4.0831, -1.7008)  0.1021
H (-1.2245, 3.9507, -1.7375)  0.1071
H (0.4297, 2.6343, 0.4654)  0.1099
H (-0.1583, 4.2895, 0.5465)  0.1072
H (-2.5060, 3.3495, 0.0688)  0.1049
H (-1.8468, 3.1390, 1.6766)  0.1048
H (-2.2944, 0.9368, 1.5292)  0.1041
H (-1.0440, 0.7850, 0.3278)  0.0787
H (-2.5619, 0.1554, -1.2149)  0.0983
H (-3.3472, 1.7132, -1.0903)  0.1138
H (-4.8964, 0.9116, 0.6109)  0.1238
H (-3.9594, -0.5565, 0.8540)  0.1160
H (-4.9922, -0.0085, -1.9460)  0.1251
H (-4.8486, -1.5540, -1.0924)  0.1217
H (-8.1934, -0.5705, -1.7031)  0.0857
H (-6.8701, -1.6385, -2.2139)  0.0824
H (-7.7863, -2.0130, -0.7348)  0.0857
H (-0.0283, -1.0807, -2.9690)  0.0967
H (1.2378, -2.1705, -2.3762)  0.0602
H (-1.4078, -2.1263, -0.8670)  0.0890
H (3.5438, -3.0263, -2.3161)  -0.0301
H (2.3900, -3.2226, -0.5025)  -0.0156
C (5.5249, -2.1798, 4.5088)  -1.0075
Cl (4.2374, -1.0866, 5.0307)  0.5542
Cl (7.0405, -1.3289, 4.1864)  0.5080
H (5.6976, -2.9011, 5.2976)  0.0241
H (5.2039, -2.6626, 3.5926)  0.0157

Values from the calculation:
Total charge = 0
E = -2885.836964 hartree
E_HOMO = -9.26 eV

Computed, not measured: 2 unconnected molecules or ions with the total composition C8H14NO3 at a distorted geometry, with wB97M-V/def2-TZVPD.

Last column: Löwdin charge in e.
Atoms and positions in Å:
C (-0.0721, 0.4130, 0.0149)  -0.2548
C (1.9894, -0.1718, 0.9289)  -0.0746
C (1.4044, -0.3024, -1.4672)  -0.0551
C (0.8491, -1.0837, 1.3013)  -0.1325
C (0.5222, -1.4249, -0.9683)  -0.1234
C (1.3921, 0.6228, -0.2304)  -0.3692
C (-4.0572, 0.0187, -0.0889)  -0.2988
C (2.0410, 1.9935, -0.1493)  0.0187
N (-0.1313, -0.9662, 0.2457)  -0.0352
O (-1.0041, 1.2010, 0.0807)  0.2788
O (-5.2989, -0.0235, 0.2857)  0.1549
O (-3.1003, -0.0395, 0.6843)  0.0574
H (2.2338, 0.4515, 1.7754)  0.1323
H (2.7635, -0.8202, 0.6410)  0.1252
H (2.4013, -0.5859, -1.8314)  0.1519
H (0.8166, 0.1057, -2.2500)  0.1172
H (1.0419, -2.1379, 1.4473)  0.1412
H (0.3821, -0.8344, 2.2133)  0.1220
H (-0.3566, -1.4819, -1.5782)  0.1287
H (0.9979, -2.3575, -0.8577)  0.1317
H (1.3854, 2.6989, 0.2591)  0.0693
H (2.1918, 2.2833, -1.2350)  0.1209
H (2.9348, 1.9433, 0.4648)  0.0915
H (-3.9029, 0.0485, -1.2384)  0.1973
H (-5.4488, -0.2696, 1.2454)  0.1857
H (-1.9753, 0.7190, 0.3071)  0.1191

Values from the calculation:
Total charge = +1
Energy relative to the best compared isomer or geometry (same formula, charge and spin) = 0.449 eV
E = -593.399471 hartree
E_HOMO = -13.77 eV